[1]
This record from OMol25 describes a structure of composition C19H13AuBrN3O7S2. The level of theory is wB97M-V/def2-TZVPD.

Cartesian coordinates (Å):
Au1 -0.634 -0.159 0.480
Br1 -7.830 -1.405 -2.109
C1 -6.329 -1.092 -1.007
C2 -6.493 -1.071 0.372
C3 -5.396 -0.839 1.181
C4 -4.142 -0.623 0.618
C5 -3.994 -0.657 -0.761
C6 -5.087 -0.892 -1.582
N1 -2.958 -0.361 1.358
C7 -2.915 -0.297 2.614
C8 -1.643 0.040 3.325
C9 -1.647 0.132 4.704
C10 -0.482 0.498 5.363
C11 0.648 0.767 4.617
C12 0.578 0.640 3.236
N2 -0.537 0.280 2.610
H1 -7.469 -1.235 0.806
H2 -5.541 -0.831 2.254
H3 -3.008 -0.514 -1.188
H4 -4.968 -0.923 -2.655
H5 -3.783 -0.455 3.259
H6 -2.558 -0.082 5.248
H7 -0.462 0.575 6.442
H8 1.574 1.067 5.085
H9 1.435 0.822 2.599
O1 -0.486 -0.771 -1.687
S1 -0.274 -2.238 -1.559
O2 -1.297 -2.918 -0.806
O3 0.212 -2.846 -2.759
S2 1.359 -2.274 -0.142
O4 2.427 -1.325 -1.045
C13 2.516 0.014 -0.895
O5 1.833 0.707 -0.191
C14 3.620 0.555 -1.751
C15 4.622 -0.263 -2.258
C16 5.648 0.290 -3.008
C17 5.630 1.651 -3.241
C18 4.639 2.483 -2.758
C19 3.627 1.923 -1.998
N3 6.725 2.246 -4.045
O6 6.661 3.434 -4.283
O7 7.626 1.513 -4.393
H10 4.598 -1.326 -2.069
H11 6.446 -0.314 -3.413
H12 4.671 3.540 -2.975
H13 2.834 2.536 -1.595

The calculation puts the HOMO energy at -8.170 eV. As for the charge: 0. As for the calculated total energy: -4928.76482 hartree. The value obtained for the energy above the lowest of the compared OMol25 structures with the same formula, charge and spin is 0.0000 eV. The value obtained for the HOMO-LUMO gap is 0.254 Eh.

---

[2]
This record from OMol25 describes a structure of composition C19H13Br33F10GaINO7S. The level of theory is wB97M-V/def2-TZVPD.

Cartesian coordinates (Å):
O1 2.472 -3.151 0.515
C1 2.123 -3.843 -0.584
F1 2.810 -5.125 -0.859
N1 1.018 -3.379 -1.509
C2 1.571 -2.965 -2.884
O2 2.639 -3.557 -3.467
Ga1 0.479 -1.422 -3.818
I1 1.549 -1.012 -6.198
C3 -1.476 -2.094 -3.910
O3 -1.697 -3.417 -3.673
C4 -2.802 -1.202 -4.280
F2 -3.826 -2.176 -4.812
F3 -2.495 -0.271 -5.391
C5 -3.420 -0.325 -3.042
F4 -2.468 0.704 -2.491
F5 -4.550 0.485 -3.635
C6 -4.088 -1.202 -1.830
F6 -5.402 -1.813 -2.197
F7 -3.225 -2.269 -1.274
C7 -4.407 -0.171 -0.552
O4 -4.882 1.075 -0.714
O5 -4.094 -0.665 0.824
S1 0.791 0.444 -2.483
O6 0.127 0.278 -1.061
O7 0.284 1.717 -3.229
C8 2.631 0.793 -2.108
F8 2.687 1.616 -0.843
F9 3.382 -0.454 -1.802
F10 3.192 1.554 -3.254
H1 0.273 -4.107 -1.609
H2 -4.896 -1.103 1.236
C9 -0.394 -5.940 -6.209
Br1 -1.739 -5.328 -7.473
Br2 -0.531 -5.017 -4.502
Br3 -0.431 -7.873 -5.991
H3 0.583 -5.685 -6.633
C10 -1.930 1.641 3.208
Br4 -3.114 0.655 2.021
Br5 -0.784 2.871 2.230
Br6 -2.911 2.540 4.627
H4 -1.274 0.907 3.688
C11 -2.072 3.303 -7.335
Br7 -3.267 1.793 -7.613
Br8 -0.829 2.982 -5.873
Br9 -1.149 3.808 -8.971
H5 -2.695 4.155 -7.043
C12 5.995 -2.235 0.297
Br10 5.596 -0.368 0.668
Br11 6.478 -2.516 -1.567
Br12 7.343 -2.942 1.508
H6 5.075 -2.801 0.477
C13 -7.165 2.344 3.380
Br13 -5.285 1.941 3.088
Br14 -7.782 1.705 5.111
Br15 -7.549 4.234 3.127
H7 -7.731 1.797 2.618
C14 10.528 -3.800 -0.739
Br16 10.344 -5.629 -0.103
Br17 12.198 -2.994 -0.152
Br18 10.304 -3.679 -2.668
H8 9.716 -3.221 -0.287
C15 -7.144 -4.172 0.045
Br19 -7.996 -5.449 1.240
Br20 -7.264 -2.353 0.723
Br21 -5.308 -4.674 -0.360
H9 -7.698 -4.199 -0.899
C16 9.442 -7.991 2.912
Br22 8.590 -9.267 4.108
Br23 9.322 -6.172 3.591
Br24 11.278 -8.492 2.508
H10 8.888 -8.018 1.968
C17 -1.393 6.493 5.671
Br25 -0.790 5.502 7.233
Br26 -0.057 7.769 5.062
Br27 -1.969 5.308 4.240
H11 -2.271 7.072 5.980
C18 2.632 7.604 8.694
Br28 0.865 8.388 8.920
Br29 2.650 6.251 7.297
Br30 3.994 8.962 8.405
H12 2.879 7.098 9.633
C19 -3.765 10.244 4.248
Br31 -4.960 8.735 3.969
Br32 -2.523 9.924 5.710
Br33 -2.843 10.749 2.612
H13 -4.389 11.096 4.539

The calculation puts the HOMO energy at -7.347 eV. As for the charge: -1. As for the calculated total energy: -89874.52927 hartree. The value obtained for the HOMO-LUMO gap is 0.278 Eh.

---

[3]
This record from OMol25 describes a structure of composition C19H14AuBrN3O2. The level of theory is wB97M-V/def2-TZVPD.

Cartesian coordinates (Å):
Au1 1.056 -2.100 0.146
O1 -0.027 -3.464 -1.106
C1 -0.345 -3.060 -2.268
C2 -0.658 -4.104 -3.199
C3 -1.008 -3.940 -4.484
C4 -1.142 -2.614 -5.003
C5 -0.913 -1.593 -4.145
C6 -0.447 -1.742 -2.816
C7 -0.213 -0.502 -2.062
N1 0.813 -0.304 -1.369
N2 0.919 0.823 -0.591
C8 1.552 0.619 0.529
O2 1.798 -0.487 1.147
C9 1.861 1.873 1.331
C10 2.286 1.770 2.684
C11 2.504 2.891 3.445
C12 2.305 4.135 2.907
C13 1.847 4.233 1.577
C14 1.687 3.121 0.782
H1 -0.497 -5.101 -2.768
H2 -1.131 -4.804 -5.169
H3 -1.462 -2.484 -6.028
H4 -1.115 -0.520 -4.563
H5 -1.040 0.220 -2.055
H6 2.524 0.825 3.185
H7 2.857 2.806 4.454
H8 2.527 5.010 3.521
H9 1.615 5.248 1.197
H10 1.358 3.117 -0.235
Br1 -0.892 0.224 5.027
C15 -1.497 0.083 3.226
C16 -1.258 1.062 2.330
C17 -1.611 0.822 1.003
C18 -2.194 -0.375 0.674
C19 -2.405 -1.279 1.683
N3 -2.112 -1.095 2.976
H11 -0.683 1.973 2.593
H12 -1.495 1.607 0.285
H13 -2.545 -0.610 -0.331
H14 -2.819 -2.284 1.488

The calculation puts the HOMO energy at -4.232 eV. As for the charge: -1. As for the calculated total energy: -3756.89859 hartree. The value obtained for the energy above the lowest of the compared OMol25 structures with the same formula, charge and spin is 0.0000 eV. The value obtained for the HOMO-LUMO gap is 0.255 Eh.

---

[4]
This record from OMol25 describes a structure of composition C19H14BrCdN3O2. The level of theory is wB97M-V/def2-TZVPD.

Cartesian coordinates (Å):
Cd1 0.685 -0.827 0.927
O1 2.750 -1.085 0.691
C1 3.420 -0.737 -0.388
C2 4.829 -0.731 -0.273
C3 5.657 -0.396 -1.316
C4 5.124 -0.056 -2.562
C5 3.759 -0.067 -2.709
C6 2.875 -0.385 -1.661
C7 1.467 -0.367 -2.029
N1 0.486 -0.437 -1.215
N2 -0.799 -0.474 -1.710
C8 -1.654 -0.869 -0.796
O2 -1.387 -1.217 0.425
C9 -3.086 -0.922 -1.206
C10 -3.496 -0.460 -2.455
C11 -4.835 -0.511 -2.809
C12 -5.774 -1.024 -1.924
C13 -5.369 -1.487 -0.680
C14 -4.030 -1.435 -0.322
H1 5.234 -1.007 0.692
H2 6.730 -0.404 -1.168
H3 5.767 0.201 -3.392
H4 3.326 0.181 -3.673
H5 1.237 -0.297 -3.095
H6 -2.754 -0.067 -3.134
H7 -5.147 -0.149 -3.780
H8 -6.819 -1.063 -2.204
H9 -6.097 -1.890 0.012
H10 -3.699 -1.791 0.643
Br1 -2.508 3.358 3.573
C15 -0.912 2.362 3.602
C16 0.041 2.571 4.585
C17 1.197 1.808 4.558
C18 1.359 0.871 3.555
N3 0.431 0.678 2.615
C19 -0.688 1.404 2.629
H11 -0.121 3.315 5.353
H12 1.966 1.941 5.305
H13 2.254 0.267 3.477
H14 -1.419 1.198 1.857

The calculation puts the HOMO energy at -7.375 eV. As for the charge: 0. As for the calculated total energy: -3788.93866 hartree. The value obtained for the HOMO-LUMO gap is 0.254 Eh.

---

[5]
This record from OMol25 describes a structure of composition C19H14BrCl48N4O2P. The level of theory is wB97M-V/def2-TZVPD.

Cartesian coordinates (Å):
C1 -1.398 1.670 6.216
C2 -0.363 1.258 4.964
C3 -0.312 -0.332 4.596
N1 0.355 2.287 4.455
C4 0.555 2.318 2.991
N2 0.536 3.835 2.707
C5 2.038 1.693 2.680
Br1 3.481 2.510 3.837
N3 2.115 1.855 1.177
C6 0.713 1.440 0.679
O1 0.561 1.035 -0.583
C7 -0.426 1.651 1.888
P1 -1.939 2.561 1.183
N4 -3.418 2.088 2.117
O2 -2.326 1.961 -0.436
H1 -2.509 1.380 6.001
H2 -0.983 1.066 7.157
H3 -1.225 2.804 6.479
H4 -0.154 -1.052 5.525
H5 0.426 -0.604 3.699
H6 -1.392 -0.610 4.170
H7 -0.350 4.261 3.115
H8 0.514 4.025 1.683
H9 2.077 0.541 2.886
H10 2.346 2.850 0.947
H11 -0.818 0.544 2.003
H12 -3.130 1.607 3.000
H13 -3.877 1.310 1.552
H14 -2.113 0.966 -0.434
C8 -1.904 6.299 -1.230
Cl1 -0.949 6.282 -2.734
Cl2 -1.043 7.245 0.011
Cl3 -3.494 7.041 -1.544
Cl4 -2.132 4.630 -0.652
C9 2.892 -0.833 -2.865
Cl5 3.288 0.112 -1.407
Cl6 4.338 -0.966 -3.898
Cl7 2.351 -2.462 -2.388
Cl8 1.591 -0.015 -3.767
C10 -3.711 -2.981 4.432
Cl9 -4.813 -3.822 5.552
Cl10 -3.638 -1.252 4.857
Cl11 -2.082 -3.693 4.557
Cl12 -4.310 -3.159 2.764
C11 0.233 -3.099 -6.536
Cl13 -1.319 -2.250 -6.329
Cl14 1.231 -2.231 -7.730
Cl15 1.091 -3.158 -4.975
Cl16 -0.069 -4.759 -7.109
C12 -4.621 -5.740 -0.610
Cl17 -3.381 -5.453 -1.856
Cl18 -5.708 -7.047 -1.143
Cl19 -3.831 -6.211 0.917
Cl20 -5.564 -4.250 -0.355
C13 -3.859 -6.579 8.763
Cl21 -5.412 -5.730 8.969
Cl22 -2.862 -5.711 7.569
Cl23 -3.002 -6.637 10.323
Cl24 -4.162 -8.239 8.189
C14 8.346 0.960 -4.525
Cl25 9.586 1.247 -5.771
Cl26 7.259 -0.347 -5.059
Cl27 9.136 0.489 -2.999
Cl28 7.403 2.450 -4.271
C15 12.116 3.638 -8.414
Cl29 13.072 3.621 -9.918
Cl30 12.978 4.583 -7.174
Cl31 10.527 4.380 -8.729
Cl32 11.888 1.968 -7.837
C16 -7.579 5.622 -2.056
Cl33 -8.681 4.782 -0.937
Cl34 -7.505 7.351 -1.632
Cl35 -5.950 4.910 -1.931
Cl36 -8.178 5.445 -3.725
C17 -8.377 -1.856 -2.832
Cl37 -7.367 -2.947 -1.851
Cl38 -9.793 -1.340 -1.881
Cl39 -7.424 -0.425 -3.302
Cl40 -8.926 -2.711 -4.296
C18 -1.739 -10.242 11.198
Cl41 -3.236 -9.816 12.065
Cl42 -2.141 -10.781 9.548
Cl43 -0.675 -8.815 11.114
Cl44 -0.904 -11.555 12.066
C19 10.407 5.428 -12.575
Cl45 11.362 5.411 -14.079
Cl46 11.268 6.374 -11.335
Cl47 8.817 6.170 -12.890
Cl48 10.179 3.759 -11.998

The calculation puts the HOMO energy at -8.700 eV. As for the charge: 0. As for the calculated total energy: -26106.09717 hartree. The value obtained for the HOMO-LUMO gap is 0.306 Eh.

---

Among the records above, which one has the highest HOMO energy? C19H14AuBrN3O2

---

Which of these has the highest calculated total energy? C19H14AuBrN3O2

---

What is the formula in the second record? C19H13Br33F10GaINO7S